Record 1
The following is a quantum chemistry calculation of 2 unconnected molecules or ions with the total composition C5H14N4 in a non-equilibrium geometry, from the Open Molecules 2025 dataset.

Calculated values
Relative energy (zero: lowest compared OMol25 entry of this formula, charge and spin) (kJ/mol): 369.94
Lowest unoccupied orbital energy (spin up / spin down) (eV): 0.229 / 0.549
Strongest force on any atom (hartree/bohr): 0.0251

Atoms and positions in Å:
1 C 0.709913 1.297769 2.287035
2 C -0.875591 -1.381868 1.179976
3 C 0.620826 -2.264118 -0.424704
4 C -1.298363 1.412371 -1.977631
5 N 0.850231 1.138426 0.854834
6 N 0.024853 -1.072134 0.108182
7 C -0.108690 1.184207 -1.110855
8 N 1.073545 0.896716 -1.664911
9 N -0.214426 1.478388 0.213190
10 H 1.787669 0.627803 -0.996469
11 H 1.111059 0.505766 -2.591000
12 H 1.475223 1.997152 2.638673
13 H 0.912783 0.333877 2.763989
14 H -0.284913 1.649982 2.573158
15 H -0.357803 -1.848958 2.041442
16 H -1.365807 -0.471937 1.531241
17 H 1.200164 -2.027319 -1.323742
18 H 1.317992 -2.735116 0.292123
19 H -0.118358 -3.046062 -0.681305
20 H -1.662105 -2.098140 0.880671
21 H -1.444793 0.579258 -2.667727
22 H -1.170659 2.323940 -2.571433
23 H -2.182750 1.519998 -1.354735

Force components x, y, z for each atom (eV/Å):
C 0.09 0.09 -0.09
C -0.13 -0.04 0.29
C 0.21 -0.27 -0.07
C 0.06 0.01 -0.01
N 0.41 0.27 0.31
N -0.27 -1.11 -0.10
C -0.35 0.87 0.88
N 0.33 -0.20 -0.13
N -0.27 -0.13 -0.96
H -0.07 0.05 -0.06
H -0.04 0.04 0.07
H -0.07 -0.03 0.04
H -0.01 0.03 0.02
H 0.03 0.01 -0.03
H -0.01 0.08 -0.21
H 0.04 -0.01 -0.03
H -0.07 -0.02 0.08
H -0.13 0.12 -0.02
H 0.05 0.20 0.07
H 0.18 0.09 -0.07
H 0.00 0.00 0.00
H -0.01 -0.07 0.03
H 0.03 0.00 0.00


Record 2
The following is a quantum chemistry calculation of a molecular structure, C54H48AsBF4HfN2OP2S5, from the Open Molecules 2025 dataset.

Calculated values
Relative energy (zero: lowest compared OMol25 entry of this formula, charge and spin) (kJ/mol): 0.00
Lowest unoccupied orbital energy (eV): -0.202
Strongest force on any atom (hartree/bohr): 0.0148

Atoms and positions in Å:
1 Hf 2.052056 1.144784 1.226470
2 O -0.043518 -0.795453 -2.316261
3 S -0.727856 -0.647616 -0.995168
4 C -2.415369 -0.198629 -1.412467
5 C -2.786484 -0.504917 -2.699068
6 C -4.115796 -0.376734 -3.155751
7 C -5.064070 0.018817 -2.257454
8 C -6.557245 0.185449 -2.396900
9 C -7.042535 0.635008 -0.992503
10 C -5.788504 0.716547 -0.159209
11 C -5.586204 1.057908 1.148204
12 C -4.260276 1.105044 1.621317
13 C -3.153018 0.782950 0.861664
14 P -1.527367 1.307615 1.580421
15 C -1.715345 0.591168 3.246090
16 C -1.939178 1.239841 4.452687
17 C -2.029462 0.513410 5.634622
18 C -1.916758 -0.866076 5.623003
19 C -1.705985 -1.524948 4.419296
20 C -1.595436 -0.801335 3.248224
21 C -1.907273 3.100571 1.498092
22 C -1.862389 4.038960 2.518512
23 C -2.149130 5.376511 2.264467
24 C -2.462971 5.801832 0.987972
25 C -2.484881 4.877764 -0.051038
26 C -2.214361 3.547728 0.204180
27 C -3.354817 0.319757 -0.469904
28 C -4.679604 0.350984 -0.943935
29 C -1.011564 -2.345988 -0.463204
30 C -2.231444 -2.776945 -0.000358
31 C -2.528605 -4.139930 0.222274
32 C -1.591104 -5.063087 -0.134438
33 C -1.630405 -6.570644 -0.145447
34 C -0.257810 -7.000824 -0.728413
35 C 0.482222 -5.708469 -0.965709
36 C 1.731572 -5.455159 -1.451631
37 C 2.182191 -4.119911 -1.439436
38 C 1.416301 -3.042090 -1.038220
39 P 2.413761 -1.540242 -0.618270
40 C 3.606714 -2.446089 0.437681
41 C 4.930091 -2.723058 0.118697
42 C 5.718317 -3.471535 0.983251
43 C 5.190366 -3.959146 2.166609
44 C 3.864525 -3.701805 2.482515
45 C 3.080465 -2.952612 1.624656
46 C 3.242802 -1.192722 -2.224721
47 C 4.483437 -0.563386 -2.330979
48 C 5.015864 -0.238408 -3.571119
49 C 4.316996 -0.526823 -4.731810
50 C 3.081472 -1.150156 -4.640788
51 C 2.551124 -1.482493 -3.404321
52 C 0.050949 -3.275181 -0.694991
53 C -0.336158 -4.623459 -0.601839
54 H -2.016490 -0.882642 -3.360080
55 H -4.361544 -0.627453 -4.179188
56 H -7.023237 -0.750874 -2.707340
57 H -6.795783 0.925436 -3.162298
58 H -7.752493 -0.074211 -0.564560
59 H -7.546951 1.601768 -1.030829
60 H -6.399889 1.332836 1.806802
61 H -4.102699 1.456204 2.635364
62 H -2.040857 2.312229 4.504694
63 H -2.188788 1.038443 6.567424
64 H -1.984384 -1.426349 6.546333
65 H -1.601462 -2.602595 4.397358
66 H -1.392049 -1.328173 2.324987
67 H -1.552307 3.766223 3.513405
68 H -2.096973 6.087426 3.078522
69 H -2.677723 6.844896 0.795918
70 H -2.720646 5.194852 -1.059457
71 H -2.260397 2.840365 -0.618303
72 H -3.020946 -2.058968 0.171277
73 H -3.502239 -4.419978 0.602931
74 H -2.459614 -6.931558 -0.755814
75 H -1.782902 -6.964746 0.860387
76 H -0.373152 -7.561501 -1.657292
77 H 0.292773 -7.642619 -0.038980
78 H 2.399932 -6.242818 -1.774658
79 H 3.218981 -3.944776 -1.702079
80 H 5.368968 -2.378864 -0.806012
81 H 6.750916 -3.667215 0.724455
82 H 5.810229 -4.528601 2.846618
83 H 3.444192 -4.065870 3.410936
84 H 2.050138 -2.753621 1.890706
85 H 5.048575 -0.283376 -1.455887
86 H 5.982030 0.247306 -3.618963
87 H 4.729356 -0.267815 -5.698552
88 H 2.521206 -1.385950 -5.536722
89 H 1.585414 -1.960973 -3.356193
90 S 4.123853 2.224776 2.060200
91 As 3.596682 0.807003 4.216091
92 S 4.456999 0.661350 0.768742
93 S 1.744978 -0.239134 3.134447
94 S 5.049509 -0.619366 4.130862
95 F 0.512079 3.389785 4.304494
96 B 1.344425 3.958626 3.417728
97 F 2.658948 3.900329 3.687775
98 F 0.917364 5.064099 2.779605
99 F 1.209048 2.794436 2.091640
100 C 1.660419 4.060457 -0.334273
101 C 1.617985 4.967980 -1.580544
102 N 1.534260 4.170164 -2.802802
103 C 0.416774 3.240352 -2.672457
104 C 0.701448 2.215486 -1.554173
105 N 1.877213 2.643136 -0.751568
106 C 3.063509 2.601525 -1.650906
107 C 2.769129 3.399290 -2.939452
108 H 0.729068 4.102056 0.228796
109 H 2.466018 4.333173 0.348423
110 H 2.510152 5.593568 -1.644117
111 H 0.753178 5.632463 -1.532505
112 H 0.261384 2.726002 -3.622763
113 H -0.483775 3.818743 -2.452824
114 H 0.927399 1.233035 -1.969661
115 H -0.153758 2.121605 -0.879309
116 H 3.289689 1.559461 -1.867616
117 H 3.907109 3.004497 -1.089735
118 H 2.661787 2.727734 -3.793929
119 H 3.589641 4.084154 -3.160632

Force components x, y, z for each atom (eV/Å):
Hf 0.70 0.03 -0.29
O 0.09 -0.02 -0.04
S 0.03 0.02 0.02
C -0.08 -0.06 0.01
C 0.01 0.01 0.06
C 0.02 0.02 0.06
C 0.01 -0.02 -0.08
C -0.03 -0.01 -0.02
C -0.06 0.02 -0.02
C 0.03 -0.01 0.06
C 0.03 0.00 -0.08
C -0.07 -0.02 0.00
C -0.08 -0.04 0.12
P 0.25 -0.05 -0.08
C -0.10 0.03 0.08
C 0.00 0.06 0.03
C -0.02 -0.01 0.01
C -0.02 0.03 0.03
C 0.02 -0.05 0.01
C 0.03 0.06 0.07
C -0.01 0.05 -0.05
C 0.05 0.03 0.05
C 0.01 0.00 0.00
C 0.00 0.02 -0.01
C -0.02 0.05 0.00
C -0.01 -0.04 -0.01
C 0.05 -0.03 -0.01
C -0.02 0.02 0.05
C -0.06 -0.03 0.05
C 0.00 0.08 0.00
C 0.03 0.00 -0.02
C -0.01 0.06 0.01
C -0.03 -0.05 -0.02
C 0.01 -0.05 0.01
C 0.03 0.00 -0.02
C -0.03 0.06 0.02
C -0.07 -0.05 0.00
C 0.03 -0.12 0.00
P -0.09 0.31 -0.04
C 0.14 0.01 -0.01
C 0.04 -0.03 0.00
C 0.00 0.00 0.00
C 0.01 0.00 0.01
C -0.01 -0.01 0.00
C 0.00 0.01 0.03
C -0.10 -0.09 -0.05
C 0.04 0.03 0.00
C 0.01 0.00 0.00
C -0.01 0.01 -0.02
C 0.00 -0.01 -0.02
C 0.07 -0.06 -0.01
C 0.05 0.01 -0.02
C 0.00 -0.02 0.01
H 0.00 -0.01 -0.02
H 0.00 0.00 -0.02
H -0.01 0.01 0.00
H 0.00 0.00 0.00
H 0.00 0.00 0.00
H 0.00 -0.01 0.00
H -0.02 0.00 0.00
H 0.01 -0.01 -0.02
H 0.00 -0.07 -0.01
H 0.00 0.00 0.01
H 0.00 0.00 0.00
H 0.00 0.01 -0.01
H 0.03 -0.04 -0.13
H -0.04 0.02 -0.07
H 0.00 0.01 0.00
H 0.00 0.00 0.00
H -0.01 0.00 0.00
H -0.02 0.01 0.02
H -0.02 0.04 -0.01
H -0.01 0.00 -0.01
H 0.00 -0.01 0.01
H 0.01 0.01 0.00
H 0.00 0.01 0.00
H -0.01 0.00 0.00
H -0.01 -0.02 0.00
H -0.02 0.01 0.00
H -0.04 0.07 -0.06
H 0.01 0.00 0.01
H 0.01 0.00 0.00
H 0.00 0.01 0.00
H -0.01 0.01 -0.01
H 0.00 -0.06 0.09
H 0.01 0.00 -0.01
H 0.01 -0.01 0.00
H 0.01 0.01 -0.01
H 0.00 0.00 0.00
S -0.27 -0.18 0.03
As 0.05 -0.13 -0.07
S -0.03 -0.08 0.07
S -0.08 0.10 0.02
S 0.04 0.01 0.03
F -0.06 0.00 0.27
B 0.00 -0.26 -0.53
F 0.10 0.11 0.19
F -0.02 0.17 0.06
F -0.31 0.21 0.22
C 0.06 -0.06 0.11
C 0.00 0.06 0.00
N 0.00 0.00 -0.02
C -0.04 -0.01 -0.04
C -0.01 -0.02 0.03
N -0.21 -0.07 0.04
C 0.05 -0.06 0.11
C 0.03 0.01 -0.04
H -0.01 0.02 -0.05
H -0.03 0.02 -0.01
H 0.00 -0.01 0.00
H 0.01 0.00 0.00
H 0.00 0.02 0.00
H 0.01 0.00 0.00
H -0.01 -0.01 -0.03
H 0.04 0.00 -0.03
H -0.03 0.05 -0.01
H -0.01 0.02 -0.02
H -0.01 0.00 0.01
H -0.01 0.00 0.00


Record 3
The following is a quantum chemistry calculation of 9 unconnected molecules or ions with the total composition C12H42N6O9 in a non-equilibrium geometry, from the Open Molecules 2025 dataset.

Calculated values
Relative energy (zero: lowest compared OMol25 entry of this formula, charge and spin) (kJ/mol): 0.00
SMILES: NC(N)=O.NC(N)=O.NC(N)=O.CC(C)O.CC(C)O.CC(C)O.O.O.O
Lowest unoccupied orbital energy (eV): 0.294
Strongest force on any atom (hartree/bohr): 0.0698

Atoms and positions in Å:
1 O 1.863464 -3.482181 3.207392
2 H 2.050608 -3.215683 2.308834
3 H 2.691014 -3.352737 3.669241
4 O 4.976966 -1.640777 0.933042
5 H 5.419446 -2.386079 1.283153
6 H 4.017864 -1.815013 0.973139
7 O -2.026220 1.607318 6.732261
8 H -2.115708 2.511491 6.649594
9 H -1.214336 1.534944 7.230743
10 C -0.592218 -0.419420 3.712502
11 O 0.216440 0.421304 3.431129
12 N -0.457613 -1.674921 3.319854
13 N -1.882806 -0.013941 4.230081
14 H 0.472374 -1.902426 3.041251
15 H -1.058275 -2.346187 3.732672
16 H -1.915952 0.860305 4.837698
17 H -2.455634 -0.765002 4.648863
18 C 2.071661 -0.942098 0.421315
19 O 2.227340 -2.054968 0.945824
20 N 1.460148 0.104453 1.011098
21 N 2.478562 -0.733358 -0.858397
22 H 1.165086 0.022100 2.005826
23 H 1.464011 1.001300 0.622630
24 H 2.535188 0.215108 -1.246965
25 H 3.030706 -1.492756 -1.180086
26 C -2.406357 1.574878 0.746403
27 O -1.785635 2.193878 -0.101928
28 N -3.261323 2.182397 1.639752
29 N -2.238258 0.262688 0.841097
30 H -3.218979 3.169147 1.791489
31 H -3.580654 1.637522 2.470625
32 H -2.496253 -0.338129 1.586792
33 H -1.430746 -0.148892 0.349023
34 C 2.896485 3.934744 -0.600989
35 C 2.363628 3.001121 -1.660737
36 C 3.579841 2.548978 -2.601824
37 O 1.641965 1.811246 -1.252319
38 H 3.514182 3.251150 0.064466
39 H 2.035682 4.272373 0.006772
40 H 3.529770 4.724472 -0.990779
41 H 1.705823 3.633842 -2.316837
42 H 3.192923 1.893251 -3.328335
43 H 4.310810 2.019504 -2.021527
44 H 4.033406 3.382208 -3.064014
45 H 0.732781 1.832938 -1.677177
46 C -2.326737 -3.010344 0.072226
47 C -1.080071 -3.045627 -0.818099
48 C -1.431017 -3.316867 -2.254572
49 O -0.426264 -1.766258 -0.641257
50 H -2.862228 -3.948222 0.076162
51 H -2.934002 -2.258216 -0.402044
52 H -2.074274 -2.781576 1.089154
53 H -0.390563 -3.882208 -0.534704
54 H -1.954708 -2.502460 -2.705921
55 H -2.096875 -4.170450 -2.202560
56 H -0.603244 -3.556475 -2.861019
57 H 0.305526 -1.609247 -1.299803
58 C -2.829869 0.563521 -3.128671
59 C -1.284490 0.588257 -3.306128
60 C -0.819216 0.674924 -4.769964
61 O -0.759943 1.688429 -2.585300
62 H -3.160284 -0.358684 -3.688925
63 H -3.210226 1.446022 -3.650894
64 H -3.117197 0.463108 -2.062625
65 H -0.990300 -0.286806 -2.753769
66 H -1.147846 -0.186040 -5.347345
67 H 0.227662 0.882341 -4.769666
68 H -1.206313 1.619891 -5.208816
69 H -1.368728 1.872893 -1.788108

Force components x, y, z for each atom (eV/Å):
O -0.32 -0.48 0.77
H 0.11 0.44 -0.82
H 0.19 0.03 0.18
O -0.55 1.34 -0.64
H 0.53 -1.19 0.55
H 0.32 -0.34 0.18
O 0.19 -2.59 0.22
H -0.62 3.15 -0.39
H 0.39 -0.41 0.20
C -3.14 1.70 0.32
O 1.43 1.52 0.40
N -0.61 -0.40 0.13
N 0.40 -0.22 0.86
H 0.53 -0.89 -0.10
H -0.04 -0.88 0.11
H 0.52 -1.78 -1.09
H 0.61 0.69 -0.28
C -0.72 1.37 -0.27
O 0.09 -0.19 0.22
N -0.01 -2.04 2.04
N -0.20 0.07 -0.11
H 0.31 0.20 -1.04
H 0.03 1.24 -0.97
H -0.14 -0.60 0.24
H 0.60 -0.21 -0.55
C 0.18 0.75 0.98
O 0.03 1.17 -0.78
N -0.75 -1.42 1.21
N 1.02 -2.14 -0.77
H 0.23 0.24 -0.37
H 0.62 0.68 -1.24
H -0.62 0.18 0.88
H -0.57 0.51 -0.04
C -0.38 -2.37 2.08
C 0.71 0.32 -3.14
C -1.87 0.21 2.08
O -0.04 1.75 -0.09
H -0.40 1.09 -0.40
H 0.63 0.32 -0.20
H -0.22 0.08 -0.11
H 0.20 -0.79 0.43
H -0.43 -0.82 -1.09
H 0.47 -0.28 0.43
H 0.50 1.01 -0.52
H 0.81 -0.18 0.21
C 0.81 -0.12 -1.00
C 1.12 -0.21 0.42
C -1.03 -0.24 0.85
O 0.34 -0.18 -0.80
H -0.07 -0.36 -0.18
H -0.64 0.46 0.32
H 0.14 0.40 0.48
H -0.32 0.72 0.28
H -0.50 0.67 -0.25
H -0.17 -0.32 -0.47
H 1.15 -0.31 -0.64
H -0.97 -0.49 0.97
C 0.78 -1.02 -1.29
C -1.38 0.23 0.47
C -1.08 1.07 0.97
O -0.76 1.07 1.18
H -0.08 0.90 0.61
H -0.42 -0.07 0.43
H 0.10 0.30 -0.65
H 0.78 -0.86 -0.36
H 0.32 0.01 -0.10
H 1.00 -0.60 -0.16
H -0.32 -0.65 0.18
H 1.18 -0.28 -1.04